[1]
{
  "formula": "C48H39Cl2F6N10O5RbS4",
  "method": "ωB97M-V/def2-TZVPD",
  "elements": ["Rb", "C", "C", "C", "C", "C", "N", "C", "C", "C", "C", "C", "C", "C", "N", "C", "C", "C", "N", "C", "C", "N", "C", "C", "C", "N", "H", "H", "H", "H", "H", "H", "H", "H", "H", "H", "H", "H", "H", "H", "H", "H", "H", "H", "Cl", "C", "C", "C", "C", "C", "Cl", "C", "S", "H", "H", "H", "S", "C", "N", "C", "C", "C", "C", "C", "C", "H", "H", "H", "H", "H", "C", "C", "C", "C", "C", "N", "C", "O", "N", "C", "C", "C", "C", "N", "C", "C", "C", "H", "H", "H", "H", "H", "H", "H", "H", "H", "H", "H", "H", "H", "F", "C", "F", "F", "S", "O", "O", "N", "S", "O", "O", "C", "F", "F", "F"],
  "coordinates": [[1.2535, -0.2676, -0.5332], [3.1469, 1.0682, -7.0848], [2.3839, 1.5382, -5.8727], [2.6294, 2.7824, -5.2935], [1.9732, 3.1814, -4.1494], [1.0219, 2.3660, -3.4861], [0.5018, 2.7105, -2.2897], [-0.0147, 3.9131, -2.0358], [-0.6909, 4.6923, -3.0187], [-1.3418, 5.8697, -2.7200], [-1.3544, 6.3902, -1.4265], [-2.0622, 7.6792, -1.0877], [-0.6690, 5.6710, -0.4542], [-0.0152, 4.4810, -0.7311], [0.7274, 3.8958, 0.3346], [1.6428, 4.5641, 1.0766], [2.0284, 3.7298, 2.1009], [1.2787, 2.5611, 1.8934], [0.5053, 2.6722, 0.8234], [0.7274, 1.1389, -4.1400], [1.4253, 0.7370, -5.2727], [-0.3486, 0.3129, -3.7122], [-1.1899, -0.3552, -4.5362], [-2.0661, -1.0586, -3.7398], [-1.6685, -0.7426, -2.4298], [-0.6393, 0.0860, -2.4348], [3.7721, 1.8710, -7.4781], [2.4773, 0.7354, -7.8822], [3.7952, 0.2276, -6.8275], [3.3596, 3.4453, -5.7488], [2.1931, 4.1452, -3.7055], [-0.6997, 4.3094, -4.0326], [-1.8684, 6.3972, -3.5115], [-2.6297, 8.0378, -1.9481], [-1.3514, 8.4598, -0.7988], [-2.7573, 7.5449, -0.2547], [-0.6434, 6.0412, 0.5662], [1.9563, 5.5606, 0.8171], [2.7272, 3.9300, 2.8950], [1.2396, 1.6754, 2.5083], [1.2067, -0.2388, -5.6938], [-1.1428, -0.2522, -5.6057], [-2.8641, -1.7064, -4.0593], [-2.0979, -1.0555, -1.4916], [2.4612, -0.7979, 2.1361], [2.8799, 0.0458, 3.6082], [4.2097, 0.4141, 3.7133], [4.6812, 1.0888, 4.8267], [3.8002, 1.3913, 5.8499], [2.4709, 1.0392, 5.7353], [1.4266, 1.4643, 7.0591], [1.9221, 0.3724, 4.6102], [0.2470, 0.0613, 4.4815], [4.8770, 0.1644, 2.8984], [5.7196, 1.3854, 4.8925], [4.1374, 1.9005, 6.7435], [-0.3141, -3.9235, 3.9446], [-0.5955, -2.6949, 2.7265], [0.0718, -2.8102, 1.6395], [0.9316, -3.8906, 1.6975], [1.8185, -4.2943, 0.7032], [2.5705, -5.4374, 0.8927], [2.4703, -6.1862, 2.0656], [1.6204, -5.7863, 3.0832], [0.8593, -4.6422, 2.8882], [-1.3820, -1.9777, 2.8856], [1.9153, -3.7326, -0.2134], [3.2527, -5.7410, 0.1090], [3.0591, -7.0875, 2.1849], [1.5546, -6.3399, 4.0113], [-3.1634, 1.6898, 10.9358], [-2.7438, 2.1903, 9.5786], [-2.7960, 3.5418, 9.2602], [-2.4283, 3.9964, 8.0044], [-1.9869, 3.1057, 7.0264], [-1.6184, 3.6049, 5.7729], [-1.7453, 3.0562, 4.4971], [-1.2387, 3.6118, 3.5492], [-2.5619, 1.9595, 4.4443], [-2.7706, 1.0934, 3.3692], [-3.8595, 0.2310, 3.4217], [-4.0496, -0.6744, 2.3901], [-3.1247, -0.7006, 1.3601], [-2.0917, 0.1337, 1.2963], [-1.9245, 1.0276, 2.2589], [-1.8943, 1.7492, 7.3498], [-2.2774, 1.3112, 8.6061], [-3.3001, 2.5167, 11.6322], [-2.4122, 1.0135, 11.3459], [-4.1057, 1.1411, 10.8710], [-3.1271, 4.2558, 10.0060], [-2.4780, 5.0542, 7.7740], [-1.2189, 4.5279, 5.7486], [-3.0509, 1.7220, 5.2894], [-4.5428, 0.2726, 4.2635], [-4.8926, -1.3528, 2.3985], [-3.2070, -1.4276, 0.5586], [-1.0927, 1.7038, 2.1452], [-1.4673, 1.0484, 6.6405], [-2.1876, 0.2571, 8.8426], [2.5697, -2.5454, -5.5431], [3.4238, -2.3748, -4.5142], [4.0333, -1.2030, -4.6956], [4.3374, -3.3430, -4.6130], [2.4680, -2.4410, -2.8811], [1.0987, -2.3287, -3.2702], [2.8925, -3.6770, -2.2893], [2.9786, -1.1659, -2.1094], [4.3939, -1.4036, -1.4323], [4.3563, -1.8766, -0.0847], [5.3595, -1.9757, -2.3237], [4.9223, 0.3795, -1.2497], [4.7229, 1.0861, -2.3609], [6.2338, 0.4188, -0.9707], [4.2829, 0.9933, -0.2421]],
  "homo_ev": -1.60,
  "orbital_gap_ev": 5.12,
  "largest_force_ev_per_a": 2.5,
  "charge": -2,
  "lumo_ev": 3.518,
  "energy_ev": -160897.40627
}

---

[2]
{
  "formula": "C2H10NS2",
  "method": "ωB97M-V/def2-TZVPD",
  "elements": ["C", "N", "H", "H", "H", "H", "H", "H", "C", "S", "S", "H", "H", "H", "H"],
  "coordinates": [[0.6497, -2.2101, 0.5626], [-0.3374, -3.2352, 0.1301], [0.7619, -1.6548, -0.4392], [0.1762, -1.6212, 1.4041], [1.6652, -2.5246, 0.9940], [0.0904, -3.6926, -0.6847], [-1.1842, -2.8337, -0.2524], [-0.5284, -3.9020, 0.7968], [-0.1812, 3.6332, 0.4552], [-1.3808, 2.6324, -0.5913], [-0.2068, 1.4645, -1.7333], [0.4741, 2.9554, 0.9884], [-0.8334, 4.2070, 1.1442], [0.3210, 4.3924, -0.1720], [0.5136, 2.3892, -2.6026]],
  "homo_ev": -11.35,
  "orbital_gap_ev": 7.30,
  "largest_force_ev_per_a": 3.0,
  "charge": 1,
  "lumo_ev": -4.048,
  "energy_ev": -25389.14951
}

---

Q: Number 2 is which compound?
A: C2H10NS2